Record 1
{"formula": "C4H10N4", "method": "ωB97M-V/def2-TZVPD", "lumo_ev": 0.81, "fmax_ha_per_bohr": 0.123, "total_charge": 0, "e_tot_ha": -377.2338, "homo_energy_ev": -7.9535, "smiles": "C=NNC1[C@@H](N)[C@@H]1N", "species": ["H", "C", "H", "C", "C", "H", "H", "H", "H", "N", "N", "H", "H", "N", "H", "C", "H", "N"], "positions_angstrom": [[-1.2334, -3.4358, 1.5851], [-0.6525, -2.4532, 1.4677], [3.0310, 0.2031, -0.9649], [-0.3569, 0.5193, -1.2089], [-0.2416, 0.7875, 0.2402], [0.4198, -2.3558, 2.0267], [-0.6058, 2.4328, -1.5397], [-2.0376, 1.4043, -1.7048], [-0.5921, -0.4808, -1.5690], [2.1372, 0.1879, -0.2602], [-1.0266, 1.4864, -1.9298], [0.8348, -0.7729, 0.8863], [1.1655, 2.0107, -0.9746], [-1.2262, -1.2492, 1.1968], [-0.9064, 1.5517, 0.5715], [1.0052, 0.9365, -0.5859], [2.6241, 0.0481, 0.8326], [-0.0595, -0.3317, 1.1892]]}


Record 2
{"formula": "C3H29N3O13", "method": "ωB97M-V/def2-TZVPD", "lumo_ev": 0.09, "fmax_ha_per_bohr": 0.022, "total_charge": 0, "e_tot_ha": -1274.2230, "homo_energy_ev": -9.6938, "smiles": "NCC(=O)NC(N)=O.O.O.O.O.O.O.O.O.O.O.O", "species": ["H", "O", "H", "H", "H", "H", "H", "O", "H", "H", "O", "O", "O", "H", "H", "C", "H", "H", "H", "H", "O", "C", "H", "O", "H", "C", "O", "H", "H", "O", "H", "H", "H", "H", "H", "H", "O", "O", "N", "H", "O", "H", "N", "O", "H", "H", "N", "H"], "positions_angstrom": [[0.3276, -1.8985, 2.2363], [-1.8221, 1.7624, 0.3349], [2.9603, 0.6911, 1.4844], [0.3556, -0.4922, 3.9854], [1.0827, -3.1241, 0.3979], [1.9116, -2.7258, -0.8808], [3.0688, -0.0776, -0.7064], [1.6404, -3.4741, -0.3195], [-0.6265, -1.1413, 0.1251], [1.2180, 3.1088, -0.7622], [-4.2699, -1.9844, 0.6189], [2.7772, 0.7932, 2.4579], [3.2636, 0.7120, -0.1571], [1.6616, -0.3790, 3.0799], [-3.5606, 0.2353, 1.2449], [-1.7894, 0.5418, 0.2722], [2.3606, 3.8862, 2.6586], [2.9085, -1.5649, -2.4216], [2.4908, 3.3798, -1.7279], [-3.6699, -1.6206, -2.0818], [-0.1107, -2.4475, 1.5457], [-2.9117, -1.8951, -1.3456], [-2.1198, 1.3026, -2.2763], [-1.3728, 1.7146, -2.7192], [1.4683, 1.4675, -2.6404], [-3.3928, -1.4120, 0.0150], [1.9407, 2.6675, -1.3841], [-1.0578, 2.4029, -2.1254], [-2.0030, -1.3884, -1.6987], [1.6388, 3.2613, 2.5521], [0.1258, 0.9010, -3.1804], [1.7387, -0.5672, -2.2840], [2.8429, 1.4774, -0.6264], [-3.5282, -3.8164, -1.0114], [-0.4692, -3.2218, 1.9903], [0.6759, 3.5444, 1.1232], [2.2831, -1.2352, -1.7646], [1.0968, 0.7261, -3.1594], [-2.9840, -0.1665, 0.5086], [-1.8775, -3.6329, -0.9649], [1.0226, -0.9892, 3.5051], [0.2193, 0.3135, -0.1368], [-2.7392, -3.3349, -1.4265], [0.1957, 3.6138, 0.2686], [3.6256, 0.6018, 2.8792], [2.0400, 2.3638, 2.5835], [-0.6640, -0.1435, -0.0044], [-0.5557, 2.9765, 0.3176]]}